1.
127
Properties=species:S:1:pos:R:3:lowdin_charge:R:1 method="wB97M-V/def2-TZVPD" total_energy_ha=-5321.48093 total_charge=-2
Ba 0.285 0.805 -0.188 1.446
C 2.599 -3.158 -2.008 -0.183
C 1.472 -2.300 -1.393 -0.241
C 0.360 -2.059 -2.357 -0.285
N 0.332 -0.630 -2.631 -0.095
C -0.610 -0.198 -3.440 -0.292
C -1.624 -1.066 -3.939 -0.061
C -2.555 -0.835 -4.973 -0.108
C -2.554 0.237 -5.889 -0.150
C -1.608 1.292 -6.000 -0.117
C -0.662 1.717 -5.098 -0.048
C -0.479 1.265 -3.741 -0.283
N 0.004 1.986 -2.797 -0.024
C 0.318 3.396 -3.128 -0.212
C 0.745 4.244 -1.898 -0.184
C 2.176 4.079 -1.456 -0.217
N 2.614 2.676 -1.179 0.095
C 3.803 2.558 -0.808 -0.323
C 4.678 3.632 -0.255 -0.003
C 5.966 3.915 -0.526 -0.097
C 6.676 3.301 -1.598 -0.115
C 6.477 2.038 -2.058 -0.076
C 5.582 1.061 -1.517 -0.024
C 4.451 1.268 -0.799 -0.100
N 4.125 -1.015 -0.659 -0.005
C 3.821 -2.260 -0.003 -0.282
C 3.695 -3.434 -0.983 -0.196
H 3.082 -2.549 -2.794 0.098
H 2.172 -4.061 -2.448 0.104
H 1.900 -1.339 -1.140 0.041
H 1.152 -2.776 -0.464 0.063
H -0.585 -2.383 -1.918 0.037
H 0.509 -2.677 -3.239 0.121
H -1.707 -2.060 -3.471 0.076
H -3.336 -1.584 -5.111 0.082
H -3.308 0.195 -6.655 0.059
H -1.667 1.903 -6.893 0.086
H -0.012 2.496 -5.399 0.074
H -0.556 3.833 -3.624 0.112
H 1.174 3.386 -3.805 0.113
H 0.081 3.937 -1.084 0.062
H 0.609 5.272 -2.189 0.103
H 2.360 4.781 -0.643 0.101
H 2.926 4.429 -2.224 0.135
H 4.264 4.161 0.589 0.090
H 6.446 4.661 0.097 0.100
H 7.517 3.834 -2.003 0.083
H 7.185 1.683 -2.769 0.085
H 5.829 0.014 -1.609 0.103
H 2.888 -2.184 0.559 0.060
H 4.624 -2.439 0.749 0.117
H 3.453 -4.319 -0.410 0.085
H 4.636 -3.622 -1.498 0.095
C 0.138 5.921 2.335 -0.296
Si 0.230 3.976 2.229 0.608
C 2.146 3.730 2.471 -0.264
C -0.305 3.496 4.076 -0.325
C -0.074 4.492 5.041 -0.139
C -0.435 4.296 6.366 -0.140
C -1.000 3.082 6.768 -0.121
C -1.211 2.120 5.783 -0.146
C -0.874 2.292 4.456 -0.365
Si -1.450 0.927 3.189 0.520
C -3.279 1.642 3.195 -0.279
C -1.732 -0.595 4.373 -0.320
H 0.921 6.300 2.999 -0.012
H -0.808 6.351 2.670 0.004
H 0.297 6.350 1.342 -0.014
H 2.621 4.512 3.105 0.024
H 2.687 3.674 1.527 -0.055
H 2.317 2.752 2.942 0.016
H 0.435 5.411 4.768 0.066
H -0.224 5.050 7.138 0.082
H -1.281 2.965 7.832 0.087
H -1.576 1.174 6.115 0.057
H -3.835 1.382 4.113 0.021
H -3.863 1.434 2.318 -0.038
H -3.192 2.721 3.216 0.003
H -2.502 -0.455 5.188 0.013
H -0.820 -0.978 4.855 0.002
H -2.031 -1.451 3.714 -0.020
O -2.024 2.874 -0.029 -0.272
H -1.306 3.203 0.659 -0.096
H -2.715 2.680 0.631 0.017
O -2.615 0.578 -1.024 -0.185
H -2.713 0.002 -1.819 0.035
H -2.543 1.506 -1.298 0.006
O 3.128 -0.285 -3.910 -0.066
H 2.219 -0.440 -3.767 -0.033
H 3.600 -0.517 -3.078 0.019
N 2.959 0.313 0.978 -0.027
C 3.765 0.138 -0.108 -0.493
H 3.018 1.276 1.293 -0.029
C -5.813 -2.239 2.960 -0.096
C -5.175 -3.491 2.861 -0.087
C -3.971 -3.617 2.181 -0.111
C -3.443 -2.505 1.580 -0.400
C -4.071 -1.267 1.678 -0.144
C -5.261 -1.141 2.352 -0.096
As -1.867 -2.566 0.410 1.372
C -0.737 -3.985 1.186 -0.362
C 0.536 -3.528 1.559 -0.146
C 1.489 -4.404 2.054 -0.083
C 1.194 -5.761 2.128 -0.097
C -0.082 -6.224 1.777 -0.098
C -1.048 -5.342 1.298 -0.129
C -2.723 -3.568 -1.086 -0.354
C -3.830 -2.942 -1.670 -0.122
C -4.396 -3.409 -2.858 -0.105
C -3.916 -4.546 -3.500 -0.098
C -2.763 -5.139 -2.976 -0.098
C -2.172 -4.653 -1.818 -0.110
H -6.732 -2.183 3.537 0.094
H -5.673 -4.350 3.320 0.094
H -3.460 -4.579 2.110 0.085
H -3.590 -0.399 1.207 0.071
H -5.749 -0.153 2.347 0.113
H 0.778 -2.469 1.473 0.087
H 2.479 -3.994 2.345 0.121
H 1.954 -6.477 2.482 0.101
H -0.207 -7.295 1.835 0.089
H -2.008 -5.752 1.007 0.092
H -4.250 -2.096 -1.185 0.085
H -5.243 -2.891 -3.286 0.097
H -4.433 -4.873 -4.406 0.098
H -2.330 -6.012 -3.421 0.088
H -1.283 -5.148 -1.413 0.098

---

2.
16
Properties=species:S:1:pos:R:3:mulliken_spin:R:1 method="wB97M-V/def2-TZVPD" s_squared=3.76 spin_multiplicity=4 e_above_lowest_kcal_mol=0.00
O 2.525 -0.189 0.638 0.046
C 2.570 -1.260 0.055 0.010
O 3.161 -1.934 -0.708 0.026
O 0.444 2.017 2.132 0.075
C -0.556 2.493 1.497 0.825
C -1.099 2.052 0.350 0.026
O -0.437 0.916 -0.185 0.121
C -1.268 -0.192 -0.561 0.000
C -0.332 -1.377 -0.736 0.022
O 0.554 -1.471 0.356 0.113
Pt 0.722 0.214 1.256 1.718
H -1.802 2.566 -0.301 0.012
H -1.797 0.040 -1.496 0.000
H -2.025 -0.374 0.218 -0.004
H 0.268 -1.207 -1.648 0.002
H -0.929 -2.294 -0.864 0.007

---

3.
65
Properties=species:S:1:pos:R:3:mulliken_spin:R:1 method="wB97M-V/def2-TZVPD" s_squared=6.09 spin_multiplicity=5 e_above_lowest_kcal_mol=20.08 total_charge=+2
Pt 0.031 0.062 0.059 1.610
O -0.012 1.852 -1.443 0.327
C -1.057 2.437 -1.822 0.102
C -1.164 2.902 -3.185 0.146
C -2.315 3.462 -3.618 -0.050
C -3.415 3.659 -2.721 0.258
C -3.317 3.313 -1.391 -0.082
C -2.163 2.706 -0.903 0.192
C -2.046 2.438 0.493 -0.093
N -1.117 1.696 1.011 0.346
N -0.886 1.632 2.306 0.494
C -0.817 0.314 2.727 0.065
O -1.128 -0.615 1.936 0.106
C -0.315 0.079 4.068 -0.005
C -0.479 -1.184 4.642 0.016
C 0.129 -1.463 5.849 -0.005
C 0.916 -0.494 6.469 0.036
C 1.074 0.764 5.901 -0.018
C 0.449 1.060 4.703 0.043
H -0.304 2.761 -3.830 0.000
H -2.408 3.778 -4.650 0.002
H -4.328 4.109 -3.091 0.004
H -4.140 3.515 -0.712 0.002
H -2.757 2.883 1.181 0.006
H -1.086 -1.926 4.137 -0.002
H -0.006 -2.433 6.314 0.000
H 1.404 -0.720 7.409 0.001
H 1.680 1.513 6.396 0.000
H 0.556 2.039 4.249 0.001
C -0.170 -1.405 -2.740 -0.004
N -0.952 -1.469 -1.484 0.154
C -1.004 -2.795 -0.823 -0.011
C 0.006 -2.911 0.269 0.018
N 0.784 -1.928 0.621 0.156
C 1.507 -2.361 1.744 0.000
C 2.448 -1.701 2.524 0.001
C 2.981 -2.399 3.587 0.000
C 2.596 -3.724 3.862 0.000
C 1.673 -4.389 3.081 0.000
C 1.140 -3.671 2.016 -0.004
N 0.187 -3.995 1.042 0.010
C 1.195 -0.835 -2.535 -0.008
N 1.573 -0.252 -1.436 0.156
C 2.872 0.229 -1.641 0.000
C 3.722 0.943 -0.804 0.015
C 4.959 1.281 -1.309 0.000
C 5.344 0.919 -2.614 0.001
C 4.505 0.213 -3.448 0.001
C 3.260 -0.122 -2.927 -0.004
N 2.163 -0.804 -3.468 0.005
H -0.701 -0.763 -3.442 0.006
H -0.099 -2.390 -3.201 0.002
H -1.898 -1.173 -1.671 -0.008
H -0.864 -3.594 -1.552 0.000
H -1.993 -2.922 -0.390 0.004
H 2.747 -0.681 2.305 0.003
H 3.721 -1.924 4.220 0.000
H 3.037 -4.238 4.707 0.000
H 1.382 -5.412 3.295 0.000
H -0.286 -4.879 0.948 0.001
H 3.417 1.229 0.196 -0.002
H 5.652 1.842 -0.695 0.000
H 6.323 1.208 -2.973 0.000
H 4.803 -0.058 -4.454 0.000
H 2.114 -1.197 -4.393 0.002

---

4.
111
Properties=species:S:1:pos:R:3:mulliken_spin:R:1 method="wB97M-V/def2-TZVPD" total_energy_ha=-4984.36457 s_squared=0.75 spin_multiplicity=2 total_charge=+2
Rb -1.602 2.686 -4.174 -0.001
Ba -0.792 3.768 0.549 -0.004
O -0.868 1.837 -1.406 0.004
C -0.723 0.523 -0.873 0.000
C 0.401 0.447 0.251 0.033
O 0.458 1.287 1.382 0.863
H -0.392 -0.158 -1.658 -0.013
H -1.692 0.114 -0.585 0.008
H 1.396 0.531 -0.185 0.087
H 0.409 -0.585 0.600 0.011
O -4.066 3.782 -2.756 0.000
S -4.432 3.380 -1.388 0.000
O -3.519 3.782 -0.317 0.000
O -5.969 3.866 -0.936 0.000
C -6.391 5.104 -1.429 0.000
C -7.691 5.542 -0.730 0.000
C -4.741 1.559 -1.261 0.001
H -6.450 5.189 -2.514 0.000
H -5.627 5.845 -1.194 0.000
H -8.480 4.816 -0.927 0.000
H -7.917 6.494 -1.211 0.000
H -7.573 5.712 0.340 0.000
H -5.485 1.293 -2.011 0.000
H -5.118 1.437 -0.245 0.000
H -3.796 1.041 -1.423 0.001
O 0.940 -1.696 5.761 0.000
S 1.797 -1.219 4.671 0.000
O 2.149 0.241 4.524 0.000
O 3.149 -2.125 4.726 0.000
C 4.391 -1.424 4.447 0.000
C 5.494 -2.459 4.545 0.000
C 1.155 -1.799 3.027 0.003
H 4.616 -0.635 5.164 0.000
H 4.406 -0.975 3.454 0.000
H 5.362 -3.014 5.474 0.000
H 6.379 -1.857 4.749 0.000
H 5.621 -3.118 3.687 0.000
H 1.090 -2.887 3.018 0.000
H 1.690 -1.573 2.105 -0.004
H 0.100 -1.528 2.985 -0.002
O 3.828 -0.889 1.272 0.000
S 4.550 -1.514 0.140 0.000
O 5.353 -0.724 -0.779 0.000
O 5.508 -2.742 0.770 0.000
C 6.350 -3.396 -0.102 0.000
C 6.915 -4.523 0.841 0.000
C 3.262 -2.522 -0.773 0.002
H 7.062 -2.686 -0.524 0.000
H 5.773 -3.889 -0.885 0.000
H 7.486 -5.316 0.358 0.000
H 6.212 -5.000 1.524 0.000
H 7.564 -4.025 1.560 0.000
H 2.844 -3.278 -0.108 0.000
H 3.787 -2.934 -1.635 0.000
H 2.511 -1.805 -1.102 0.002
O -2.613 2.226 1.832 -0.001
S -3.328 1.407 2.799 -0.001
O -3.609 1.938 4.145 0.000
O -4.707 0.874 2.079 0.000
C -5.777 0.430 2.866 0.000
C -6.719 -0.473 2.077 0.000
C -2.490 -0.244 2.902 0.019
H -6.287 1.344 3.172 0.000
H -5.421 -0.003 3.800 0.000
H -6.379 -1.489 1.875 0.000
H -7.050 -0.094 1.109 0.000
H -7.609 -0.669 2.674 0.000
H -3.083 -0.855 3.582 0.001
H -1.445 -0.204 3.211 -0.016
H -2.404 -0.619 1.882 0.004
O -2.015 -5.189 0.801 0.000
S -2.226 -3.918 1.542 0.000
O -1.502 -3.739 2.802 0.000
O -2.039 -2.637 0.514 -0.003
C -2.363 -2.797 -0.819 0.002
C -1.182 -3.138 -1.780 0.000
C -4.017 -3.685 1.899 0.000
H -2.792 -1.846 -1.136 0.000
H -3.216 -3.468 -0.921 0.000
H -0.485 -2.362 -1.465 -0.001
H -1.196 -3.062 -2.867 0.000
H -0.656 -4.073 -1.587 0.000
H -4.096 -3.119 2.828 0.000
H -4.325 -4.726 1.998 0.000
H -4.500 -3.177 1.064 0.000
O 3.704 2.610 -0.502 0.000
S 2.860 3.731 -0.963 0.001
O 1.882 4.379 -0.127 0.000
O 3.830 4.917 -1.621 0.000
C 3.247 5.998 -2.235 0.000
C 3.421 5.887 -3.735 0.000
C 2.038 3.127 -2.468 0.000
H 3.862 6.834 -1.902 0.000
H 2.251 6.206 -1.843 0.000
H 3.005 4.932 -4.056 0.000
H 4.486 5.856 -3.963 0.000
H 3.011 6.734 -4.285 0.000
H 1.304 3.882 -2.747 0.000
H 1.520 2.259 -2.060 0.005
H 2.701 2.772 -3.258 0.000
N 0.784 -1.399 -4.088 0.000
C 1.150 -2.610 -4.654 0.000
C 2.472 -3.025 -4.700 0.000
C 3.445 -2.274 -4.180 0.001
C 3.156 -1.056 -3.622 -0.001
C 1.803 -0.665 -3.552 0.004
H 0.332 -3.080 -5.180 0.000
H 2.765 -3.977 -5.117 0.000
H 4.443 -2.584 -4.453 0.000
H 3.864 -0.379 -3.169 0.000
H 1.512 0.310 -3.189 -0.004